Molecular formula: C11H10FeN2O4
Method: DFT, the ωB97M-V functional and the def2-TZVPD basis

**F_max**: 6.9 eV Å⁻¹
**DFT total energy**: -57118.473 eV
**Kohn-Sham gap (spin up / spin down)**: 0.2052 / 0.2487 hartree
**Multiplicity**: 5

Geometry as XYZ:
```
28
Properties=species:S:1:pos:R:3:mulliken_charge:R:1
C -3.437 0.957 -0.532 -0.746
O -2.092 1.375 -0.406 -0.359
C -0.961 0.597 -0.489 0.171
C -0.274 0.239 0.684 -0.915
C 0.486 -1.021 0.714 0.319
C 1.050 -1.445 -0.537 -0.903
C 0.851 -0.559 -1.597 -0.546
C -0.245 0.341 -1.686 -0.519
Fe 1.009 1.491 -0.415 0.323
C 2.117 1.497 0.973 0.227
O 2.834 1.435 1.895 -0.316
C 0.377 3.043 -0.007 0.094
O 0.177 4.104 0.416 -0.332
C 2.312 2.022 -1.488 0.447
O 3.246 2.608 -1.858 -0.315
H -4.025 1.852 -0.344 0.256
H -3.649 0.580 -1.529 0.286
H -3.638 0.207 0.224 0.315
H -0.592 0.691 1.630 0.512
H 1.208 -1.029 1.540 0.599
H -0.255 -2.144 1.079 0.128
H 1.586 -2.360 -0.669 0.450
H 1.472 -0.581 -2.498 0.551
H -0.590 0.802 -2.607 0.547
N -0.061 -3.221 1.184 -0.469
C 0.684 -3.627 2.183 0.484
N 1.285 -4.024 3.121 -0.533
H -0.876 -3.830 1.019 0.245
```